DFT (ωB97M-V/def2-TZVPD) results for a 11-piece molecular cluster, C5H31NO12 overall at a distorted geometry.

The geometry in XYZ format:
```
49
Properties=species:S:1:pos:R:3:mulliken_charge:R:1
C 0.47 1.58 1.32 -1.00
N 1.16 0.21 1.12 -0.15
C 1.04 -0.34 -0.20 -0.05
C -0.33 -0.90 -0.64 -0.29
C -1.20 -1.35 0.53 -0.24
O -2.54 -0.91 0.30 -0.63
C 1.65 0.60 -1.31 -0.61
O 2.95 1.02 -0.90 -0.63
H 1.17 2.29 1.81 0.31
H 0.03 1.93 0.41 0.02
H -0.36 1.41 2.00 0.34
H 2.13 0.39 1.34 0.50
H 1.75 -1.20 -0.27 0.14
H -0.81 -0.19 -1.31 0.26
H -0.06 -1.77 -1.25 0.32
H -1.16 -2.42 0.76 0.35
H -1.00 -0.70 1.41 0.03
H 0.97 1.46 -1.33 0.26
H 1.85 0.11 -2.26 0.42
H -0.06 -4.94 1.47 0.16
H -3.04 -1.37 -0.38 0.32
O -0.03 -4.23 0.82 -1.08
H 0.38 -1.78 4.41 0.37
H 1.22 -0.69 3.84 0.32
O 1.05 -1.14 4.68 -0.71
H -0.59 4.29 1.30 0.39
H 0.54 4.31 2.23 0.30
O -0.43 4.32 2.27 -0.68
H -1.23 1.95 -1.62 0.37
H -0.34 3.24 -0.86 0.48
O -1.35 2.86 -1.92 -1.27
H -0.25 2.53 -2.95 0.53
H 0.38 2.72 -4.35 0.25
O 0.57 2.24 -3.53 -0.71
H -2.54 2.40 -2.78 0.40
H -3.44 1.09 -2.74 0.25
O -3.30 1.88 -3.26 -0.74
H -1.46 -4.45 -0.10 0.39
H -2.21 -3.54 -1.18 0.28
O -2.30 -4.31 -0.63 -0.72
H 1.27 -3.98 0.13 0.45
H 1.92 -3.42 -1.12 0.26
O 2.16 -3.56 -0.19 -0.74
H -0.02 4.69 -1.06 0.29
H 2.82 1.83 -0.40 0.35
O 0.33 3.97 -0.53 -0.67
H 0.18 -3.23 1.99 0.32
H 1.30 -2.15 2.20 0.32
O 0.73 -2.73 2.72 -0.79
```

Results
Energy above the lowest of the compared OMol25 structures with the same formula, charge and spin   343.9 kJ/mol
Total energy   -1166.72589 Eh
Total charge   -2
Largest force on an atom   2.8 eV/A

DFT (ωB97M-V/def2-TZVPD) results for one molecule with the formula C3H5NO3 at a distorted geometry.

The geometry in XYZ format:
```
12
Properties=species:S:1:pos:R:3:mulliken_charge:R:1
C -0.53 -1.41 0.17 0.32
C 0.94 -0.86 0.13 -0.46
C 0.34 0.53 0.42 -0.40
N -0.98 -0.14 0.65 0.46
O -1.03 -2.44 -0.13 -0.51
O -2.71 0.63 -0.68 -0.46
O -2.18 0.33 0.68 -0.32
H 1.70 -1.40 0.74 0.27
H 1.29 -0.95 -0.88 0.24
H 0.75 1.02 1.30 0.29
H 0.35 1.18 -0.58 0.23
H -3.22 -0.29 -0.76 0.34
```

Results
Energy above the lowest of the compared OMol25 structures with the same formula, charge and spin   500.3 kJ/mol
Total energy   -397.42844 Eh
Expectation value of S²   2.011
Spin multiplicity   3
Total charge   0
Largest force on an atom   12.2 eV/A

DFT (ωB97M-V/def2-TZVPD) results for one molecule with the formula C22H34N2O5.

The geometry in XYZ format:
```
63
Properties=species:S:1:pos:R:3:mulliken_charge:R:1
C -1.15 -4.20 -2.98 -1.17
C -1.96 -3.01 -2.46 0.52
C -3.07 -3.40 -1.53 0.43
C -4.40 -3.38 -1.93 -0.56
C -5.43 -3.73 -1.07 -0.81
C -5.13 -4.10 0.23 -0.61
C -3.81 -4.14 0.66 -0.82
C -2.79 -3.80 -0.22 0.89
O -1.47 -3.83 0.12 -0.04
C -1.13 -4.05 1.48 -0.72
C 0.38 -4.09 1.59 -1.39
C 1.15 -3.07 0.75 0.96
O 1.95 -3.48 -0.09 -0.68
N 0.98 -1.74 0.99 0.25
C -0.03 -1.21 1.88 -1.09
C 1.73 -0.79 0.18 -1.64
C 0.95 -0.31 -1.06 1.17
C 1.22 -1.19 -2.27 -1.78
N 1.28 1.07 -1.38 -0.26
C 0.86 2.10 -0.62 0.48
O 0.21 1.94 0.40 -0.63
C 1.22 3.48 -1.16 -0.65
O 0.98 4.51 -0.26 -0.28
C 1.89 4.53 0.83 -0.77
C 1.52 5.67 1.76 0.27
C 1.65 7.03 1.09 -0.80
C 3.15 7.33 1.23 -0.46
O 3.61 6.56 2.34 -0.42
C 2.53 5.80 2.89 -0.70
H -0.36 -3.86 -3.66 0.34
H -0.67 -4.73 -2.15 0.25
H -1.79 -4.90 -3.51 0.37
H -1.29 -2.32 -1.94 -0.89
H -2.39 -2.46 -3.30 0.55
H -4.63 -3.06 -2.94 0.38
H -6.46 -3.69 -1.41 0.38
H -5.93 -4.37 0.91 0.39
H -3.60 -4.43 1.68 0.37
H -1.59 -3.27 2.10 0.57
H -1.53 -5.01 1.81 0.49
H 0.66 -3.98 2.64 0.42
H 0.75 -5.05 1.24 0.40
H -0.06 -1.77 2.81 0.40
H 0.23 -0.17 2.11 0.37
H -1.02 -1.20 1.43 0.23
H 1.94 0.07 0.81 0.54
H 2.66 -1.25 -0.12 0.25
H -0.12 -0.34 -0.81 0.17
H 1.03 -2.23 -2.04 0.29
H 0.59 -0.89 -3.12 0.43
H 2.27 -1.11 -2.57 0.56
H 1.83 1.25 -2.21 0.33
H 2.27 3.47 -1.49 0.39
H 0.60 3.67 -2.04 0.35
H 1.84 3.58 1.37 0.31
H 2.92 4.66 0.46 0.30
H 0.51 5.49 2.14 0.49
H 1.32 7.02 0.05 0.32
H 1.06 7.77 1.63 0.31
H 3.71 7.03 0.35 0.27
H 3.35 8.39 1.42 0.33
H 2.09 6.33 3.74 0.30
H 2.93 4.85 3.24 0.36
```

Results
Energy above the lowest of the compared OMol25 structures with the same formula, charge and spin   19.0 kJ/mol
Total energy   -1344.42683 Eh
Structure (SMILES)   CCc1ccccc1OCCC(=O)N(C)C[C@H](C)NC(=O)COC[C@@H]1CCOC1
Total charge   0
Largest force on an atom   0.1 eV/A

- largest force on an atom of number 1 (C5H31NO12)?
  2.8 eV/A